## one
One molecule with the formula C5H15N2, computed with ωB97M-V with the def2-TZVPD basis set.

Last columns: bonded neighbours and bond lengths (Å).
Geometry (Å):
1 N 0.605 -0.467 1.749  C2 1.472, H9 1.008, H10 1.019
2 C -0.527 0.322 1.234  N1 1.472, C3 1.530, C4 1.578, H11 1.078
3 C -1.881 -0.067 1.832  C2 1.530, H12 1.106, H13 1.082, H14 1.095
4 C -0.645 0.029 -0.312  C2 1.578, N5 1.486, H15 1.081, H16 1.087
5 N 0.711 -0.063 -0.912  C4 1.486, C6 1.504, C7 1.483, H8 1.049
6 C 0.657 -0.974 -2.107  N5 1.504, H17 1.092, H18 1.088, H19 1.103
7 C 1.321 1.267 -1.155  N5 1.483, H20 1.083, H21 1.093, H22 1.083
8 H 1.248 -0.553 -0.155  N5 1.049
9 H 1.044 -0.022 2.540  N1 1.008
10 H 0.416 -1.468 1.762  N1 1.019
11 H -0.263 1.347 1.442  C2 1.078
12 H -2.682 0.130 1.095  C3 1.106
13 H -1.903 -1.124 2.062  C3 1.082
14 H -2.213 0.547 2.676  C3 1.095
15 H -1.092 -0.953 -0.373  C4 1.081
16 H -1.178 0.905 -0.675  C4 1.087
17 H -0.185 -0.665 -2.729  C6 1.092
18 H 1.585 -0.851 -2.660  C6 1.088
19 H 0.611 -1.997 -1.698  C6 1.103
20 H 2.234 1.098 -1.712  C7 1.083
21 H 1.514 1.699 -0.169  C7 1.093
22 H 0.623 1.858 -1.736  C7 1.083

As for the spin multiplicity: 2. Its HOMO energy (alpha / beta) is -2.42 / -9.71 eV. The value obtained for the LUMO energy (alpha / beta) is 1.1 / 0.7 eV. As for the expectation value of S²: 0.75.

Here are the natural (NBO) charges for atoms 1 to 2, given in e:
1. N -0.948
2. C -0.102

---

## two
A 2-piece molecular cluster, C5H15N2 overall, computed with ωB97M-V with the def2-TZVPD basis set.

Last columns: bonded neighbours and bond lengths (Å).
Geometry (Å):
1 C -1.176 -1.425 1.591  N2 1.482, H4 1.093, H5 1.094, H6 1.094
2 N 0.169 -0.803 1.565  C1 1.482, C3 1.481, H7 1.097, H8 1.017
3 C 0.199 0.448 2.356  N2 1.481, H9 1.090, H10 1.089, H11 1.090
4 H -1.209 -2.260 0.886  C1 1.093
5 H -1.472 -1.771 2.585  C1 1.094
6 H -1.887 -0.701 1.180  C1 1.094
7 H 0.442 -0.549 0.534  N2 1.097
8 H 0.819 -1.462 1.984  N2 1.017
9 H -0.649 1.079 2.090  C3 1.090
10 H 1.138 0.960 2.147  C3 1.089
11 H 0.152 0.225 3.422  C3 1.090
12 C -0.835 1.147 -2.214  C13 1.548, H16 1.092, H17 1.097, H18 1.087
13 C 0.403 1.219 -1.287  C12 1.548, N15 1.461, H19 1.101, H20 1.097
14 C 1.535 -0.757 -1.874  N15 1.336, H21 1.095, H22 1.090
15 N 0.904 -0.097 -0.899  C13 1.461, C14 1.336
16 H -1.153 2.137 -2.545  C12 1.092
17 H -0.590 0.568 -3.113  C12 1.097
18 H -1.616 0.631 -1.661  C12 1.087
19 H 0.047 1.723 -0.375  C13 1.101
20 H 1.199 1.829 -1.732  C13 1.097
21 H 1.711 -0.354 -2.877  C14 1.095
22 H 1.871 -1.788 -1.762  C14 1.090

As for the spin multiplicity: 2. Its HOMO energy (alpha / beta) is -3.53 / -7.98 eV. The value obtained for the LUMO energy (alpha / beta) is 0.3 / 0.3 eV. As for the expectation value of S²: 0.75.

Here are the natural (NBO) charges for atoms 1 to 2, given in e:
1. C -0.428
2. N -0.549

---

Computed relative energies in units of eV: one 0.347; two 0.000

---

## one
One molecule with the formula C10H10N2O, computed with ωB97M-V with the def2-TZVPD basis set.

Last columns: bonded neighbours and bond lengths (Å).
Geometry (Å):
1 C -0.337 2.055 -2.866  C2 1.475, H12 1.025, H13 1.114, O23 1.475
2 C -0.269 1.112 -1.734  C1 1.475, C3 1.418, C7 1.409
3 C -1.375 0.961 -0.860  C2 1.418, C4 1.417, H14 1.058
4 C -1.190 0.283 0.370  C3 1.417, C5 1.442, H15 1.077
5 C 0.043 -0.422 0.618  C4 1.442, C6 1.408, N21 1.441
6 C 1.156 -0.244 -0.225  C5 1.408, C7 1.385, H16 1.051
7 C 0.954 0.517 -1.365  C2 1.409, C6 1.385, H17 1.103
8 C -0.703 -1.396 2.830  C9 1.375, H18 1.122, N21 1.350
9 C -0.066 -2.219 3.729  C8 1.375, H19 1.066, N22 1.367
10 C 1.282 -1.898 2.142  H20 1.076, N21 1.354, N22 1.340
11 H 0.344 2.132 -4.750  O23 0.952
12 H -1.292 2.083 -3.238  C1 1.025
13 H 0.033 3.049 -2.525  C1 1.114
14 H -2.288 1.418 -1.138  C3 1.058
15 H -1.972 0.316 1.111  C4 1.077
16 H 2.066 -0.747 -0.073  C6 1.051
17 H 1.779 0.722 -2.068  C7 1.103
18 H -1.781 -1.094 2.746  C8 1.122
19 H -0.439 -2.568 4.665  C9 1.066
20 H 2.128 -1.936 1.478  C10 1.076
21 N 0.145 -1.255 1.790  C5 1.441, C8 1.350, C10 1.354
22 N 1.195 -2.542 3.315  C9 1.367, C10 1.340
23 O 0.586 1.674 -3.952  C1 1.475, H11 0.952

As for the spin multiplicity: 1. Its HOMO energy is -8.58 eV. The value obtained for the LUMO energy is 0.5 eV.

Here are the natural (NBO) charges for atoms 1 to 2, given in e:
1. C -0.082
2. C -0.050

---

## two
One molecule with the formula C10H10N2O, computed with ωB97M-V with the def2-TZVPD basis set.

Last columns: bonded neighbours and bond lengths (Å).
Geometry (Å):
1 C 1.444 3.485 -0.251  C3 1.382, C6 1.392, H14 1.099
2 C 1.752 0.384 -0.230  C4 1.505, C5 1.358, H15 1.021
3 C 2.821 3.361 -0.261  C1 1.382, N12 1.377, H16 1.110
4 C 3.156 0.915 -0.330  C2 1.505, N12 1.341, H17 1.082
5 C 0.628 1.091 0.054  C2 1.358, C6 1.451, C7 1.455
6 C 0.477 2.535 0.065  C1 1.392, C5 1.451, O13 1.327
7 C -0.697 0.489 0.056  C5 1.455, C8 1.358, N11 1.754
8 C -1.324 -0.687 0.319  C7 1.358, C9 1.505, C10 1.499
9 C -2.821 -0.802 0.426  C8 1.505, H18 1.163, H19 1.010, H20 1.106
10 C -0.536 -1.957 0.215  C8 1.499, H21 1.192, H22 1.082, H23 1.156
11 N -1.680 1.934 0.209  C7 1.754, O13 1.300
12 N 3.550 2.197 -0.354  C3 1.377, C4 1.341
13 O -0.791 2.883 0.240  C6 1.327, N11 1.300
14 H 1.055 4.512 -0.283  C1 1.099
15 H 1.608 -0.626 -0.199  C2 1.021
16 H 3.452 4.242 -0.504  C3 1.110
17 H 3.904 0.137 -0.254  C4 1.082
18 H -3.196 -1.567 1.217  C9 1.163
19 H -3.228 0.073 0.725  C9 1.010
20 H -3.320 -1.188 -0.482  C9 1.106
21 H 0.490 -1.831 -0.378  C10 1.192
22 H -0.145 -2.162 1.204  C10 1.082
23 H -1.240 -2.810 -0.119  C10 1.156

As for the spin multiplicity: 1. Its HOMO energy (alpha / beta) is -6.74 / -6.62 eV. The value obtained for the LUMO energy (alpha / beta) is -1.1 / -1.0 eV.

Here are the natural (NBO) charges for atoms 1 to 2, given in e:
1. C -0.237
2. C -0.237

---

Computed relative energies in units of eV: one 0.000; two 6.422